Entry from the Open Molecules 2025 dataset: a cluster of 14 separate species, C31H90N2O14 in total in a non-equilibrium geometry (ωB97M-V with the def2-TZVPD basis set).

```
137
Properties=species:S:1:pos:R:3:forces:R:3
C -3.794 1.625 -0.749 -1.1 0.5 -0.5
C -4.877 2.667 -1.041 0.4 1.4 0.7
O -5.413 3.280 0.140 -0.9 -0.9 -0.2
H -4.351 0.702 -0.587 0.7 -0.3 0.4
H -3.222 1.963 0.115 0.0 -0.3 0.1
H -3.143 1.543 -1.619 0.1 -0.2 0.0
H -5.732 2.275 -1.592 0.1 -0.2 0.1
H -4.476 3.487 -1.637 0.2 0.0 -0.4
H -4.754 3.730 0.674 0.5 0.1 -0.3
C 2.681 -1.095 5.837 0.0 1.0 1.1
C 1.882 -1.014 4.548 2.0 -1.2 1.3
O 2.744 -0.458 3.515 -0.5 -0.4 0.2
H 3.257 -0.173 5.916 0.4 -0.1 0.0
H 3.297 -1.970 6.044 0.2 0.0 -0.7
H 2.029 -1.047 6.709 -0.3 -0.1 -0.1
H 1.018 -0.391 4.779 -0.2 -0.3 -0.8
H 1.755 -2.068 4.301 -1.3 0.2 -0.4
H 2.070 -0.015 2.994 -0.2 0.6 -1.1
C -0.007 -4.924 1.123 -0.1 0.7 -0.5
C 0.186 -4.438 2.534 -0.1 -0.5 -0.3
O 0.812 -5.445 3.313 0.1 0.5 0.2
H -0.678 -5.778 1.037 0.1 0.0 0.1
H 0.926 -5.115 0.593 0.2 -0.4 0.3
H -0.424 -4.077 0.577 -0.4 -0.1 -0.2
H -0.766 -4.173 2.992 -0.3 0.0 -0.1
H 0.789 -3.530 2.537 0.2 0.3 -0.1
H 0.887 -4.991 4.155 0.3 -0.6 0.5
C -4.513 -3.571 0.587 -2.1 0.0 0.1
C -3.084 -3.442 0.365 0.6 -2.4 -2.4
O -2.626 -2.176 0.166 1.6 1.9 2.5
H -5.180 -3.067 -0.113 0.4 0.4 -0.3
H -4.750 -3.167 1.571 -0.3 -0.4 0.2
H -4.780 -4.619 0.445 -0.1 -0.2 0.7
H -2.774 -3.981 -0.531 -0.4 -0.4 -0.7
H -2.603 -4.140 1.050 0.7 1.1 1.1
H -2.716 -1.855 -0.734 -0.3 -0.2 -0.9
C -1.089 3.791 -2.116 -0.2 0.5 -0.1
C 0.384 4.237 -1.938 -1.6 0.1 0.1
O 1.139 3.996 -3.119 0.4 -0.9 -0.2
H -1.198 2.708 -2.177 0.4 0.0 -0.6
H -1.525 4.300 -2.976 0.0 -0.3 -0.3
H -1.806 3.997 -1.321 0.5 0.6 0.6
H 0.719 3.639 -1.091 0.9 0.3 -0.1
H 0.527 5.311 -1.813 -0.5 0.0 1.0
H 1.124 4.807 -3.634 0.1 0.0 -0.1
C 2.698 3.295 2.015 -1.2 -0.1 0.5
C 3.609 3.121 3.185 0.7 -1.2 -0.4
O 4.840 3.718 2.896 1.1 1.2 0.2
H 1.757 2.795 2.246 -0.2 -0.1 -0.1
H 3.060 2.831 1.097 0.3 0.3 0.0
H 2.448 4.349 1.892 0.2 0.0 -0.3
H 3.942 2.088 3.285 -1.1 -0.8 0.3
H 3.246 3.457 4.156 -0.5 0.2 -0.1
H 5.339 3.515 3.691 0.7 0.4 -0.2
C -2.593 0.116 4.301 0.1 1.7 0.9
C -2.421 -0.973 3.298 -0.5 -0.2 0.8
O -2.476 -0.293 2.079 0.2 0.6 -0.2
H -3.554 0.617 4.186 -0.3 -0.3 -0.3
H -1.899 0.915 4.042 0.4 0.1 0.2
H -2.530 -0.028 5.380 0.3 -0.8 -0.1
H -3.239 -1.671 3.475 -0.1 -0.4 -0.5
H -1.485 -1.527 3.370 0.3 -0.1 0.3
H -2.532 -0.938 1.371 -0.2 -0.6 -0.8
C -0.333 0.341 -0.585 1.2 -0.2 0.7
C 0.389 -0.343 0.627 0.0 0.9 -0.3
O 0.350 0.449 1.841 -0.3 -0.7 -0.3
H -0.250 -0.270 -1.484 0.4 0.0 -0.1
H 0.221 1.273 -0.695 -0.3 0.2 -0.5
H -1.398 0.568 -0.534 0.1 -0.1 0.8
H 1.476 -0.350 0.540 0.1 -0.3 -1.2
H 0.060 -1.378 0.719 -0.3 0.0 0.6
H -0.558 0.357 2.138 -0.8 0.2 0.3
C 3.389 1.248 -1.762 -1.4 0.5 -0.3
C 2.805 1.003 -3.210 2.2 0.5 0.5
O 3.847 0.339 -3.976 -0.7 0.0 0.6
H 4.068 0.481 -1.387 -0.3 -0.4 -0.3
H 2.499 1.358 -1.143 -0.1 -0.7 0.5
H 3.853 2.194 -1.485 0.4 0.2 -1.1
H 2.597 1.947 -3.714 -0.2 0.2 0.3
H 1.870 0.445 -3.164 0.1 -0.4 0.1
H 3.463 0.074 -4.815 0.0 0.0 -0.2
C -1.156 1.349 -4.846 -1.2 1.3 2.2
O -1.532 0.969 -3.740 0.0 -1.4 0.6
N -0.283 2.318 -4.981 2.1 0.9 0.0
N -1.746 1.077 -5.975 -2.1 -1.8 -3.2
H 0.121 2.650 -4.116 0.5 0.6 -0.5
H -0.254 2.772 -5.882 0.6 0.4 0.7
H -2.673 0.678 -5.968 0.3 0.0 -0.1
H -1.425 1.503 -6.833 -0.3 -0.3 0.2
C 5.768 -0.416 1.799 0.2 0.5 -0.6
C 5.074 -1.608 1.060 1.4 -2.9 1.2
C 6.049 -2.603 0.440 0.2 -0.1 -1.1
O 4.461 -2.394 2.126 1.1 0.5 -1.8
H 6.655 -0.750 2.336 -0.7 -0.3 0.8
H 5.002 0.182 2.292 0.4 -0.1 0.5
H 6.266 0.209 1.057 -0.6 0.0 -0.6
H 4.289 -1.246 0.396 -0.5 0.3 -0.1
H 6.687 -2.089 -0.280 0.3 0.2 0.3
H 5.667 -3.419 -0.174 -1.0 0.3 0.0
H 6.615 -3.194 1.160 0.3 0.8 0.4
H 3.937 -1.790 2.658 -1.7 1.4 1.3
C -4.703 -2.069 -3.848 -0.5 0.2 -0.5
C -3.310 -2.326 -3.321 0.5 -2.2 -2.4
C -2.254 -2.245 -4.430 0.4 -0.3 -0.7
O -2.974 -1.490 -2.320 0.6 2.0 2.2
H -5.553 -2.203 -3.179 0.3 -0.6 0.3
H -4.857 -2.612 -4.780 -0.2 -0.2 0.1
H -4.821 -1.018 -4.110 0.4 0.3 -0.1
H -3.088 -3.327 -2.950 -1.1 -0.4 0.3
H -1.270 -2.535 -4.063 0.2 0.7 0.6
H -2.239 -1.271 -4.917 0.2 0.0 0.1
H -2.289 -3.004 -5.212 -1.0 -0.1 -0.2
H -2.562 -0.706 -2.690 0.2 0.7 -0.1
C 2.723 -2.710 -1.628 0.1 0.5 0.4
C 1.793 -3.310 -2.663 0.9 -0.3 -0.6
C 2.042 -2.691 -4.047 -0.2 -0.2 0.1
O 2.040 -4.722 -2.690 -0.5 0.3 -0.6
H 3.778 -2.972 -1.713 0.0 -0.2 -0.9
H 2.517 -3.079 -0.623 -0.7 0.3 0.3
H 2.658 -1.625 -1.708 0.0 0.2 0.5
H 0.758 -3.031 -2.464 -0.3 -0.5 0.6
H 1.458 -1.773 -4.111 0.4 0.4 0.2
H 1.618 -3.251 -4.879 0.3 -0.6 0.2
H 3.107 -2.508 -4.189 -0.1 0.1 -0.3
H 2.073 -5.051 -1.789 -0.1 0.0 0.1
C -3.218 4.539 3.700 0.6 -0.8 0.2
C -2.404 4.881 2.447 -2.6 2.2 0.8
C -1.275 3.985 2.195 0.6 -0.8 -0.1
O -3.343 5.048 1.305 1.2 -0.6 0.8
H -3.490 3.484 3.734 -0.6 0.0 -0.3
H -4.064 5.203 3.878 0.0 -0.2 -0.3
H -2.570 4.623 4.572 0.2 0.3 0.1
H -2.075 5.880 2.734 0.5 0.3 -0.6
H -0.551 4.082 3.005 0.0 0.0 0.1
H -0.764 4.227 1.264 -0.1 -0.2 -0.1
H -1.644 2.960 2.232 0.2 -0.3 -0.4
H -3.274 5.963 1.024 -0.1 0.0 -0.1
```
Forces are in eV/Å.

Values from the calculation:
E_LUMO (spin up / spin down): -0.075 / -0.323 Eh
Spin multiplicity: 2
Energy above the lowest of the compared OMol25 structures with the same formula, charge and spin: 41.0 kcal per mole
Net charge: +1
Molecular weight: 715.06 g mol⁻¹

***

Entry from the Open Molecules 2025 dataset: a structure of composition C30H47BrN3O2PSZr (ωB97M-V with the def2-TZVPD basis set).

```
86
Properties=species:S:1:pos:R:3:forces:R:3
Zr 0.224 -1.315 -0.616 -0.4 -0.1 0.7
O -2.959 0.349 0.779 0.1 0.1 -0.1
C -3.797 -0.663 1.148 -0.1 -0.1 0.1
C -5.148 -0.356 1.229 0.0 0.0 0.0
C -6.063 -1.335 1.578 0.0 0.1 0.0
C -5.644 -2.628 1.856 0.0 -0.1 0.0
C -4.298 -2.933 1.771 -0.1 0.0 0.0
C -3.363 -1.966 1.414 0.1 0.0 0.0
C -1.927 -2.367 1.267 0.0 0.1 -0.1
O -1.432 -2.223 -0.041 0.3 0.3 -0.3
N -1.056 -1.488 2.088 0.1 -0.1 -0.1
N 0.269 -1.627 1.699 0.0 0.3 0.0
C 1.214 -1.442 2.542 0.0 -0.1 0.0
C 2.601 -1.463 2.153 0.1 0.0 0.0
Br 2.902 -1.834 0.281 0.0 0.1 0.0
C 3.670 -1.230 2.926 0.0 0.0 -0.1
C 3.655 -1.060 4.377 0.0 0.0 0.1
C 4.476 -0.081 4.944 0.0 0.0 -0.1
C 4.482 0.112 6.313 0.0 0.0 0.0
C 3.701 -0.693 7.134 0.0 0.0 0.0
C 2.918 -1.698 6.583 0.0 0.0 0.0
C 2.891 -1.882 5.212 0.0 0.0 -0.1
H -2.045 0.145 1.019 0.0 -0.1 0.0
H -5.463 0.659 1.026 0.0 0.0 0.0
H -7.113 -1.082 1.641 0.0 0.0 0.0
H -6.360 -3.388 2.136 0.0 0.0 0.0
H -3.956 -3.941 1.978 0.0 0.0 0.0
H -1.798 -3.416 1.561 0.0 0.0 0.0
H -1.196 -1.601 3.090 0.0 0.0 0.0
H 1.007 -1.234 3.589 0.0 0.0 0.0
H 4.638 -1.145 2.441 0.0 0.0 0.0
H 5.098 0.536 4.307 0.0 0.0 0.0
H 5.107 0.881 6.746 0.0 0.0 0.0
H 3.724 -0.553 8.206 0.0 0.0 0.0
H 2.346 -2.353 7.227 0.0 0.0 0.0
H 2.331 -2.708 4.790 0.0 0.0 0.0
C -2.577 1.639 -2.418 0.0 0.0 0.0
C -1.174 1.236 -2.908 0.1 0.2 0.1
C -1.203 -0.297 -2.950 -0.5 -0.2 -0.2
C -0.960 1.803 -4.315 0.0 0.0 0.0
P 0.132 1.760 -1.653 0.1 -0.2 -0.3
N 0.087 0.585 -0.548 0.1 -0.8 0.1
C 1.862 1.644 -2.394 -0.1 0.1 0.1
C 2.899 1.693 -1.254 0.0 0.0 0.0
C 2.191 2.745 -3.410 0.0 0.0 0.0
C 2.013 0.283 -3.091 0.0 0.0 -0.2
C -0.208 3.432 -0.926 0.0 0.0 0.0
C 1.032 3.914 -0.158 0.0 0.0 0.0
C -1.348 3.301 0.098 0.0 0.0 0.0
C -0.554 4.469 -2.003 0.0 0.0 0.0
H -3.309 1.196 -3.097 0.0 0.0 0.0
H -2.734 2.713 -2.444 0.0 0.0 0.0
H -2.776 1.264 -1.414 0.0 0.0 0.0
H -1.990 -0.586 -3.654 0.1 0.0 -0.1
H -1.601 -0.723 -2.011 0.1 0.1 0.0
H -0.301 -0.796 -3.313 0.1 0.1 0.1
H -1.821 1.545 -4.933 0.0 0.0 0.0
H -0.074 1.403 -4.807 0.0 0.0 0.0
H -0.883 2.889 -4.302 0.0 0.0 0.0
H 3.141 2.711 -0.963 0.0 -0.1 0.0
H 3.826 1.234 -1.604 0.0 0.0 0.0
H 2.561 1.152 -0.371 0.1 0.0 0.0
H 2.191 3.729 -2.945 0.0 0.0 0.0
H 1.505 2.761 -4.253 0.0 0.0 0.0
H 3.196 2.574 -3.801 0.0 0.0 0.0
H 1.751 -0.600 -2.479 0.1 0.2 0.0
H 3.064 0.148 -3.352 0.0 0.0 0.0
H 1.447 0.211 -4.019 0.0 0.0 0.0
H 1.384 3.173 0.560 0.0 0.0 0.0
H 0.750 4.808 0.400 0.0 0.0 0.0
H 1.848 4.195 -0.822 0.0 0.0 0.0
H -1.122 2.535 0.840 0.0 0.0 0.0
H -2.311 3.074 -0.345 0.0 0.0 0.0
H -1.439 4.259 0.613 0.0 0.0 0.0
H 0.233 4.571 -2.750 0.0 0.0 0.0
H -0.665 5.439 -1.515 0.0 0.0 0.0
H -1.491 4.257 -2.514 0.0 0.0 0.0
C -0.786 -3.713 -3.145 0.0 0.0 -0.1
S 0.823 -3.452 -2.351 -0.1 0.2 0.1
C 0.756 -4.768 -1.109 0.0 0.0 0.1
H -0.801 -4.720 -3.556 0.0 0.0 0.0
H -0.874 -3.005 -3.966 0.0 0.0 0.0
H -1.593 -3.578 -2.427 0.0 0.0 0.0
H -0.129 -4.652 -0.485 0.0 0.0 0.0
H 1.660 -4.708 -0.506 0.0 0.0 0.0
H 0.737 -5.726 -1.623 0.0 0.0 0.0
```
Forces are in eV/Å.

Values from the calculation:
E_LUMO: -0.227 Eh
Energy above the lowest of the compared OMol25 structures with the same formula, charge and spin: 6.9 kcal per mole
Net charge: +2
Molecular weight: 715.89 g mol⁻¹

***

Entry from the Open Molecules 2025 dataset: the ion C4H12N2P with charge +1 in a non-equilibrium geometry (ωB97M-V with the def2-TZVPD basis set).

```
19
Properties=species:S:1:pos:R:3:forces:R:3
C -1.441 -0.010 -0.487 -1.7 -0.1 -1.6
C -0.916 -1.171 0.280 -2.3 -1.3 3.7
C -0.626 1.183 -0.459 4.7 -0.4 -0.9
C 1.071 0.140 0.501 -0.2 1.4 1.6
N -1.065 2.268 0.181 -0.1 1.9 2.4
N 0.521 -1.242 0.235 1.3 2.7 -3.7
P 2.784 0.456 -0.160 -1.1 0.7 -0.7
H -1.545 -0.274 -1.587 -0.4 0.1 1.3
H -2.372 0.444 -0.099 -0.3 -1.5 -0.2
H -1.171 -1.137 1.397 0.5 0.8 -1.3
H -1.467 -2.092 0.106 0.6 -0.4 -1.0
H -0.056 1.321 -1.449 -0.9 0.6 1.8
H 1.200 0.317 1.627 -1.1 -0.4 -1.5
H -1.561 2.182 1.167 1.5 0.2 -2.9
H -0.461 3.116 0.067 -1.1 -1.1 0.4
H 1.004 -1.961 0.664 0.6 -2.1 2.0
H 0.890 -1.342 -0.736 -0.8 -0.3 0.2
H 3.454 0.405 1.062 0.3 0.2 0.3
H 2.513 1.887 -0.164 0.5 -0.8 0.0
```
Forces are in eV/Å.

Values from the calculation:
E_LUMO: -0.115 Eh
Energy above the lowest of the compared OMol25 structures with the same formula, charge and spin: 66.4 kcal per mole
Net charge: +1
Molecular weight: 119.13 g mol⁻¹

***

Entry from the Open Molecules 2025 dataset: an isolated molecule of C4H11OP in a non-equilibrium geometry (ωB97M-V with the def2-TZVPD basis set).

```
17
Properties=species:S:1:pos:R:3:forces:R:3
C 1.623 0.798 -0.514 -1.5 -3.5 2.3
C 0.536 -0.195 0.195 1.2 0.5 -2.6
C 1.091 -1.604 0.071 1.0 -0.6 0.5
P -1.125 0.022 -0.727 0.4 -0.2 0.4
C -1.747 1.418 0.318 -1.7 0.3 0.8
O -1.970 -1.300 -0.132 0.4 0.1 0.4
H 1.980 0.446 -1.414 0.5 -0.8 -2.2
H 1.235 1.723 -0.573 -1.2 3.4 -0.5
H 2.428 0.797 0.171 1.0 0.2 0.7
H 0.613 0.213 1.165 -0.8 0.0 1.5
H 2.213 -1.655 0.044 -0.9 0.4 0.0
H 0.742 -2.050 -0.830 -0.1 -0.3 -1.1
H 0.812 -2.348 0.818 -0.3 0.4 0.4
H -2.167 2.330 -0.238 0.5 -1.5 0.7
H -0.838 1.704 0.831 -0.1 0.6 0.4
H -2.511 1.031 1.132 1.5 0.8 -1.7
H -2.913 -1.330 -0.317 0.1 0.2 -0.3
```
Forces are in eV/Å.

Values from the calculation:
E_LUMO: 0.035 Eh
Energy above the lowest of the compared OMol25 structures with the same formula, charge and spin: 19.1 kcal per mole
SMILES string: CC(C)P(C)O
Molecular weight: 106.10 g mol⁻¹

***

Entry from the Open Molecules 2025 dataset: a structure of composition C4H3O2S in a non-equilibrium geometry (ωB97M-V with the def2-TZVPD basis set).

```
10
Properties=species:S:1:pos:R:3:forces:R:3
C -0.544 0.192 0.216 -4.3 -0.9 0.1
C 0.489 1.085 0.159 1.6 2.5 -0.6
C 0.123 -1.031 0.093 0.4 -0.9 -0.1
C 1.421 -0.152 0.008 0.1 0.8 -3.6
O 0.810 2.284 0.125 -0.8 -1.5 0.3
O -0.093 -2.236 0.073 0.3 0.9 -0.1
S -2.950 0.208 0.392 2.6 0.4 0.8
H 2.011 -0.025 -1.037 -1.5 -0.7 2.2
H 2.105 -0.191 0.783 1.4 -0.4 1.7
H -3.372 -0.135 -0.812 0.3 -0.2 -0.7
```
Forces are in eV/Å.

Values from the calculation:
E_LUMO: 0.127 Eh
Energy above the lowest of the compared OMol25 structures with the same formula, charge and spin: 40.3 kcal per mole
Net charge: -1
Molecular weight: 115.13 g mol⁻¹

***

Entry from the Open Molecules 2025 dataset: a structure of composition C15H10N2O3PdS (ωB97M-V with the def2-TZVPD basis set).

```
32
Properties=species:S:1:pos:R:3:forces:R:3
Pd -1.159 -1.232 0.498 0.0 -0.1 -0.1
O -0.443 0.670 1.523 0.0 0.0 0.1
N -0.926 0.911 2.724 0.0 0.0 0.0
C -0.445 2.004 3.362 0.0 0.0 0.0
C -0.867 2.371 4.609 0.0 0.0 0.0
C -1.832 1.574 5.239 0.0 0.0 0.0
C -2.307 0.468 4.589 0.0 0.0 0.0
C -1.866 0.093 3.298 0.0 0.0 0.0
S -2.452 -1.289 2.502 0.0 0.0 0.0
H 0.292 2.539 2.783 0.0 0.0 0.0
H -0.452 3.253 5.073 0.0 0.0 0.0
H -2.195 1.824 6.228 0.0 0.0 0.0
H -3.047 -0.177 5.042 0.0 0.0 0.0
O -1.330 -4.410 -2.348 -0.1 0.0 0.0
C -1.204 -3.414 -1.624 0.1 -0.1 0.1
O -1.740 -3.170 -0.516 0.0 0.1 0.0
C -0.231 -2.337 -2.154 -0.1 0.0 0.0
C 0.377 -2.544 -3.418 0.0 0.0 0.0
C 1.218 -1.605 -3.916 0.0 0.0 0.0
C 1.473 -0.432 -3.162 0.0 0.0 0.0
C 2.331 0.596 -3.615 0.0 0.0 0.0
C 2.542 1.710 -2.854 0.0 0.0 0.0
C 1.899 1.839 -1.604 0.0 0.0 0.0
C 1.064 0.861 -1.138 0.0 0.0 0.0
C 0.834 -0.300 -1.911 0.0 0.0 0.0
N -0.010 -1.268 -1.427 0.0 0.1 -0.1
H 0.127 -3.463 -3.928 0.0 0.0 0.0
H 1.701 -1.727 -4.880 0.0 0.0 0.0
H 2.815 0.480 -4.579 0.0 0.0 0.0
H 3.199 2.496 -3.205 0.0 0.0 0.0
H 2.068 2.726 -1.007 0.0 0.0 0.0
H 0.566 0.953 -0.182 0.0 0.0 0.0
```
Forces are in eV/Å.

Values from the calculation:
E_LUMO (spin up / spin down): 0.105 / 0.105 Eh
Spin multiplicity: 2
Energy above the lowest of the compared OMol25 structures with the same formula, charge and spin: 0.0 kcal per mole
Net charge: -1
Molecular weight: 404.74 g mol⁻¹

***

- The highest molecular weight belongs to which entry?
  C30H47BrN3O2PSZr